No. 1
Molecular formula: C8H28INO6
Method: DFT, ωB97M-V with the def2-TZVPD basis set

```
! wB97M-V def2-TZVPD RIJCOSX def2/J DEFGRID3
* xyz 0 1
N -8.449 1.551 17.942
H -8.719 2.501 18.152
H -7.499 1.282 18.157
H -8.619 1.504 16.948
H -8.998 0.867 18.443
I -8.343 1.419 15.319
C -5.545 2.934 16.826
C -5.516 1.635 15.931
O -6.119 0.530 16.511
H -5.966 2.769 17.818
H -6.055 3.791 16.385
H -4.543 3.298 17.049
H -4.458 1.528 15.690
H -6.033 1.697 14.973
H -7.009 0.471 16.156
C -10.412 -2.554 14.041
C -10.100 -1.284 14.830
O -9.280 -0.438 14.059
H -11.306 -3.026 14.448
H -9.500 -3.149 14.079
H -10.601 -2.364 12.984
H -9.533 -1.479 15.740
H -11.057 -0.803 15.030
H -8.902 0.220 14.648
C -6.743 2.088 12.340
C -7.383 0.696 12.362
O -7.739 0.345 10.983
O -6.570 2.592 13.627
H -7.359 2.703 11.684
H -5.790 1.988 11.819
H -8.316 0.689 12.926
H -6.766 -0.148 12.672
H -8.361 -0.385 11.033
H -7.043 2.045 14.259
C -9.621 3.602 12.954
C -8.728 4.610 13.721
O -8.211 5.572 12.797
O -9.982 2.411 13.745
H -8.978 3.225 12.158
H -10.458 4.063 12.429
H -7.866 4.340 14.332
H -9.113 5.172 14.572
H -7.539 5.150 12.258
H -9.184 1.954 14.023
*
```

Computed properties:
Relative energy (zero: lowest compared OMol25 entry of this formula, charge and spin), kcal per mole: 216.03
HOMO energy, eV: -8.28
F_max, eV/Å: 9.4
Total energy, Eh: -1124.9664
Molecular weight, g mol⁻¹: 361.22
Orbital gap, eV: 7.70

Here are the Mulliken charges for atoms 1 to 2, given in e: -0.24 0.44

No. 2
Molecular formula: C8H28N4O6
Method: DFT, ωB97M-V with the def2-TZVPD basis set

```
! wB97M-V def2-TZVPD RIJCOSX def2/J DEFGRID3
* xyz 0 1
O 0.105 3.585 0.927
H 1.054 3.475 1.036
H -0.235 2.688 0.824
O 0.769 -3.256 3.233
H 1.420 -3.418 2.543
H 0.025 -3.822 3.005
C -1.216 1.821 4.600
O -2.252 1.554 5.180
N -1.056 2.892 3.778
N -0.075 1.084 4.770
H -0.232 2.994 3.212
H -1.863 3.384 3.444
H 0.789 1.307 4.310
H -0.104 0.244 5.316
C -2.557 0.712 -3.743
O -2.829 1.889 -3.626
N -3.440 -0.218 -4.217
N -1.312 0.216 -3.412
H -4.360 0.119 -4.431
H -3.272 -1.196 -4.077
H -0.602 0.923 -3.326
H -1.024 -0.662 -3.808
C 2.841 0.229 -1.211
C 3.269 -1.200 -1.455
C 2.915 -1.682 -2.858
O 4.657 -1.379 -1.202
H 3.331 0.894 -1.928
H 3.134 0.528 -0.207
H 1.766 0.343 -1.369
H 2.756 -1.884 -0.772
H 3.089 -2.740 -3.043
H 3.520 -1.161 -3.613
H 1.883 -1.410 -3.097
H 5.160 -1.057 -1.957
C -0.430 -1.406 0.522
C -1.067 -0.024 0.414
C -2.605 -0.133 0.337
O -0.753 0.749 1.571
H 0.612 -1.290 0.840
H -0.327 -1.851 -0.472
H -0.966 -2.041 1.223
H -0.695 0.443 -0.496
H -3.050 -0.147 1.326
H -2.869 -1.042 -0.213
H -3.007 0.685 -0.263
H -0.895 0.260 2.387
*
```

Computed properties:
Structure (SMILES): NC(N)=O.NC(N)=O.CC(C)O.CC(C)O.O.O
Relative energy (zero: lowest compared OMol25 entry of this formula, charge and spin), kcal per mole: 0.00
HOMO energy, eV: -9.67
F_max, eV/Å: 1.9
Total energy, Eh: -992.1335
Molecular weight, g mol⁻¹: 276.33
Orbital gap, eV: 9.84

Here are the Mulliken charges for atoms 1 to 2, given in e: -0.67 0.31

No. 3
Molecular formula: C8H28NO8
Method: DFT, ωB97M-V with the def2-TZVPD basis set

```
! wB97M-V def2-TZVPD RIJCOSX def2/J DEFGRID3
* xyz 1 1
N -19.906 3.392 -5.880
H -20.769 3.349 -6.403
H -19.252 2.774 -6.339
H -20.171 3.104 -4.948
H -19.480 4.307 -5.887
C -18.039 1.588 -9.917
C -16.676 1.512 -9.004
O -17.055 1.792 -7.643
O -18.470 2.969 -10.006
H -18.789 0.990 -9.397
H -17.868 1.253 -10.940
H -15.981 2.275 -9.354
H -16.271 0.504 -8.920
H -17.093 1.000 -7.100
H -17.974 3.396 -10.708
C -20.314 8.106 -3.734
C -18.844 7.730 -3.649
O -18.536 6.514 -4.360
O -21.081 7.136 -3.072
H -20.579 8.268 -4.779
H -20.511 9.027 -3.186
H -18.693 7.491 -2.596
H -18.194 8.531 -4.002
H -17.599 6.341 -4.241
H -21.990 7.402 -2.916
C -19.652 2.877 -1.229
C -20.730 3.054 -0.111
O -21.745 3.924 -0.594
O -20.174 2.110 -2.321
H -18.858 2.243 -0.834
H -19.205 3.784 -1.637
H -20.288 3.420 0.816
H -21.314 2.154 0.082
H -21.258 4.724 -0.806
H -19.620 1.328 -2.369
C -23.651 3.796 -8.456
C -24.418 3.557 -7.101
O -23.619 4.069 -6.076
O -22.523 2.968 -8.432
H -23.396 4.850 -8.570
H -24.219 3.502 -9.338
H -24.520 2.492 -6.889
H -25.356 4.111 -7.129
H -23.975 3.690 -5.269
H -21.962 3.094 -9.201
*
```

Computed properties:
Relative energy (zero: lowest compared OMol25 entry of this formula, charge and spin), kcal per mole: 17.27
HOMO energy, eV: -12.39
F_max, eV/Å: 2.7
Total energy, Eh: -977.9513
Molecular weight, g mol⁻¹: 266.31
Orbital gap, eV: 9.55

Here are the Mulliken charges for atoms 1 to 2, given in e: -0.26 0.25

No. 4
Molecular formula: C8H30B2O31
Method: DFT, ωB97M-V with the def2-TZVPD basis set

```
! wB97M-V def2-TZVPD RIJCOSX def2/J DEFGRID3
* xyz -2 1
O -0.779 2.420 4.046
C -0.171 1.408 4.381
O -0.130 0.453 3.588
B 0.835 -0.539 4.088
O 1.314 0.072 5.345
C 0.655 1.115 5.536
O 1.081 2.038 6.288
O 1.970 -0.735 3.152
C 1.946 -1.968 2.716
O 2.574 -2.436 1.808
C 1.099 -2.691 3.580
O 0.287 -1.911 4.257
O 1.006 -3.913 3.531
O -1.493 -2.948 0.305
C -1.268 -1.854 0.141
O -0.471 -1.106 0.771
B -0.058 0.076 -0.008
O -0.806 -0.142 -1.275
C -1.500 -1.203 -1.203
O -1.873 -1.769 -2.130
O 1.335 0.045 -0.304
C 1.738 1.178 0.041
O 2.961 1.458 0.091
C 0.736 1.909 0.686
O -0.322 1.283 0.788
O 1.021 2.749 1.524
O 4.172 -0.315 -1.659
H 4.334 0.465 -2.249
H 3.645 0.081 -0.834
O -1.562 -5.614 0.981
H -1.353 -4.654 0.932
H -1.965 -5.943 0.245
O 4.628 3.296 1.184
H 4.373 2.737 0.492
H 5.473 3.430 0.902
O -4.200 0.443 -1.186
H -3.768 0.572 -2.042
H -3.598 0.803 -0.521
O 1.216 0.587 -3.659
H 1.579 0.568 -4.572
H 1.296 -0.371 -3.294
O 1.448 5.143 0.533
H 0.698 5.686 0.324
H 1.039 4.391 0.818
O -2.123 -5.146 -3.035
H -1.523 -4.367 -3.478
H -2.655 -4.614 -2.540
O -4.510 -3.029 -1.955
H -4.779 -3.618 -1.068
H -4.210 -2.186 -1.879
O -3.162 1.883 -0.055
H -2.268 2.017 -0.008
H -3.447 1.841 0.801
O -2.630 0.248 -3.453
H -1.995 0.942 -3.386
H -2.321 -0.409 -3.127
O 3.257 2.572 3.669
H 2.376 2.558 3.303
H 3.880 2.452 3.031
O -1.550 4.790 2.010
H -1.985 4.506 1.208
H -1.452 3.986 2.250
O -0.617 -3.004 -4.095
H -1.040 -2.361 -4.581
H -0.625 -2.763 -3.167
O 2.403 -2.043 -2.755
H 2.843 -1.408 -2.326
H 1.954 -2.532 -1.856
O -1.250 1.939 -3.701
H -0.478 1.450 -3.343
H -1.233 2.002 -4.603
*
```

Computed properties:
Relative energy (zero: lowest compared OMol25 entry of this formula, charge and spin), kcal per mole: 267.99
HOMO energy, eV: -5.48
F_max, eV/Å: 15.2
Total energy, Eh: -2705.2647
Molecular weight, g mol⁻¹: 643.92
Orbital gap, eV: 8.97

Here are the Mulliken charges for atoms 1 to 2, given in e: -0.76 0.78

No. 5
Molecular formula: C8H32CaN16O8
Method: DFT, ωB97M-V with the def2-TZVPD basis set

```
! wB97M-V def2-TZVPD RIJCOSX def2/J DEFGRID3
* xyz 2 1
Ca 12.317 6.328 -6.177
C 14.552 7.945 -3.944
O 13.693 7.549 -4.736
N 15.025 9.214 -3.821
N 15.206 7.038 -3.161
H 15.873 9.430 -3.338
H 14.491 9.982 -4.189
H 14.957 6.076 -3.307
H 15.879 7.417 -2.526
C 10.228 8.375 -4.251
O 10.989 8.022 -5.153
N 8.873 8.237 -4.365
N 10.640 9.011 -3.123
H 8.526 7.909 -5.244
H 8.283 8.536 -3.615
H 9.947 9.248 -2.441
H 11.519 9.492 -3.181
C 11.455 4.386 -3.357
O 11.488 5.195 -4.280
N 12.590 3.835 -2.850
N 10.314 3.978 -2.721
H 13.429 3.988 -3.382
H 12.556 3.292 -2.010
H 10.284 3.511 -1.838
H 9.472 4.069 -3.264
C 14.773 3.485 -5.476
O 13.998 4.449 -5.395
N 16.104 3.590 -5.715
N 14.347 2.223 -5.236
H 16.556 4.430 -6.022
H 16.669 2.780 -5.536
H 13.350 2.153 -5.098
H 14.868 1.382 -5.391
C 9.538 7.055 -8.465
O 10.035 6.410 -7.544
N 8.303 7.627 -8.382
N 10.171 7.278 -9.649
H 7.970 8.273 -9.068
H 7.869 7.459 -7.492
H 9.698 7.890 -10.288
H 11.063 6.899 -9.903
C 11.375 2.935 -7.119
O 11.480 4.115 -6.783
N 12.029 2.369 -8.161
N 10.548 2.072 -6.448
H 11.998 1.374 -8.265
H 12.748 2.900 -8.614
H 9.887 2.444 -5.792
H 10.437 1.153 -6.826
C 14.560 5.078 -8.859
O 13.856 5.561 -7.976
N 14.125 4.291 -9.896
N 15.877 5.402 -8.936
H 13.140 4.214 -10.076
H 14.764 4.112 -10.646
H 16.502 5.001 -9.609
H 16.162 6.178 -8.367
C 12.713 9.250 -7.859
O 12.758 8.050 -7.573
N 11.689 9.865 -8.492
N 13.739 10.079 -7.544
H 10.898 9.321 -8.782
H 11.722 10.842 -8.704
H 13.814 11.062 -7.724
H 14.551 9.655 -7.128
*
```

Computed properties:
Relative energy (zero: lowest compared OMol25 entry of this formula, charge and spin), kcal per mole: 16.74
HOMO energy, eV: -14.43
F_max, eV/Å: 1.8
Total energy, Eh: -2479.7647
Molecular weight, g mol⁻¹: 520.53
Orbital gap, eV: 10.46

Here are the Mulliken charges for atoms 1 to 2, given in e: 2.81 0.50

No. 6
Molecular formula: C8H32F4Mn2N16O12P2
Method: DFT, ωB97M-V with the def2-TZVPD basis set

```
! wB97M-V def2-TZVPD RIJCOSX def2/J DEFGRID3
* xyz 2 11
Mn 1.591 -2.148 2.905
Mn 1.942 0.487 -1.929
O 3.164 -0.341 -0.589
P 3.875 -0.989 0.568
O 3.037 -1.388 1.718
F 4.930 0.175 1.039
F 4.900 -2.223 0.070
O 0.286 -1.564 1.449
P -0.274 -0.744 0.326
O 0.558 0.062 -0.614
F -1.255 0.351 1.063
F -1.300 -1.739 -0.482
C -0.460 3.980 1.184
O 0.001 5.136 1.160
N -1.596 3.530 0.635
N 0.030 2.921 1.807
H -2.093 4.181 0.045
H -1.963 2.592 0.705
H -0.421 2.020 1.867
H 0.732 3.020 2.526
C -0.644 2.229 -3.061
O 0.450 1.652 -2.866
N -1.558 1.956 -2.199
N -0.972 2.987 -4.063
H -2.451 2.268 -2.554
H -1.389 1.444 -1.345
H -0.301 3.212 -4.784
H -1.962 3.177 -4.121
C 2.063 -4.138 -0.678
O 1.664 -2.995 -0.492
N 3.265 -4.564 -0.618
N 1.362 -5.220 -0.902
H 3.422 -5.461 -0.180
H 3.836 -3.820 -0.243
H 0.362 -5.302 -0.786
H 1.844 -6.086 -1.102
C 0.485 0.557 4.562
O 1.024 -0.335 3.921
N -0.762 0.504 4.842
N 1.043 1.541 5.115
H -1.312 -0.319 4.641
H -1.180 1.279 5.336
H 1.885 1.925 4.709
H 0.534 2.166 5.723
C -3.225 -4.064 1.163
O -4.054 -4.458 1.991
N -1.997 -4.401 1.181
N -3.380 -3.019 0.390
H -1.316 -3.902 0.625
H -1.727 -5.090 1.868
H -4.179 -2.403 0.353
H -2.481 -2.655 0.110
C -4.577 1.719 0.408
O -5.642 2.020 -0.071
N -3.610 1.173 -0.245
N -4.289 1.728 1.663
H -3.008 0.514 0.228
H -3.790 0.851 -1.185
H -3.365 1.799 2.066
H -4.995 2.052 2.308
C 0.502 -1.851 -3.661
O 1.090 -0.941 -3.124
N 0.862 -2.250 -4.848
N -0.480 -2.401 -3.155
H 0.516 -3.158 -5.125
H 1.490 -1.620 -5.327
H -0.684 -2.230 -2.181
H -1.222 -2.956 -3.556
C 3.078 3.314 -0.845
O 2.316 2.321 -1.016
N 2.944 4.258 0.023
N 4.120 3.473 -1.563
H 2.236 4.082 0.722
H 3.469 5.115 0.114
H 4.605 4.359 -1.544
H 4.398 2.647 -2.074
*
```

Computed properties:
Relative energy (zero: lowest compared OMol25 entry of this formula, charge and spin), kcal per mole: 107.35
HOMO energy, eV: -13.60
F_max, eV/Å: 9.4
Total energy, Eh: -5487.2914
Molecular weight, g mol⁻¹: 792.26
Orbital gap, eV: 6.46

Here are the Mulliken charges for atoms 1 to 2, given in e: 1.20 0.72

No. 7
Molecular formula: C8H32N12O8
Method: DFT, ωB97M-V with the def2-TZVPD basis set

```
! wB97M-V def2-TZVPD RIJCOSX def2/J DEFGRID3
* xyz 0 1
C -8.247 3.806 -20.492
O -8.159 2.751 -21.384
N -8.934 4.912 -20.600
N -7.682 3.756 -19.325
H -9.586 5.070 -21.399
H -9.082 5.589 -19.854
H -7.015 2.970 -19.067
H -7.792 4.520 -18.634
C -11.560 5.757 -22.088
O -11.798 7.169 -22.047
N -12.247 4.900 -21.383
N -10.582 5.243 -22.697
H -12.973 5.305 -20.799
H -12.039 3.867 -21.327
H -9.965 5.842 -23.216
H -10.558 4.202 -22.839
C -7.703 7.552 -22.372
O -8.402 6.762 -23.271
N -7.370 7.028 -21.238
N -7.332 8.787 -22.584
H -7.793 6.105 -21.041
H -6.980 7.514 -20.470
H -7.707 9.172 -23.429
H -6.830 9.447 -21.940
C -11.291 2.021 -22.658
O -12.431 1.426 -23.173
N -11.262 2.407 -21.414
N -10.339 2.589 -23.376
H -11.979 2.067 -20.688
H -10.415 2.747 -20.977
H -10.450 2.458 -24.364
H -9.381 2.789 -22.965
C -11.923 3.475 -17.947
O -11.515 2.715 -16.864
N -11.087 4.047 -18.765
N -13.168 3.694 -18.285
H -10.116 3.840 -18.652
H -11.364 4.592 -19.586
H -13.714 3.324 -17.520
H -13.436 4.458 -18.812
C -12.943 0.458 -19.830
O -12.527 -0.010 -18.604
N -12.892 -0.278 -20.903
N -13.426 1.631 -19.983
H -12.412 -1.222 -20.854
H -13.035 0.091 -21.846
H -13.437 2.336 -19.201
H -14.037 1.880 -20.751
C -10.060 9.693 -20.546
O -10.531 8.407 -19.987
H -9.651 10.233 -19.725
H -10.863 10.119 -21.099
H -9.256 9.512 -21.268
H -10.925 8.061 -20.830
C -12.969 6.892 -18.943
O -14.016 6.046 -19.411
H -12.131 6.390 -19.307
H -13.015 6.987 -17.835
H -13.185 7.849 -19.468
H -14.846 6.397 -19.063
*
```

Computed properties:
Structure (SMILES): NC(N)=O.NC(N)=O.NC(N)=O.NC(N)=O.NC(N)=O.NC(N)=O.CO.CO
Relative energy (zero: lowest compared OMol25 entry of this formula, charge and spin), kcal per mole: 176.01
HOMO energy, eV: -8.62
F_max, eV/Å: 10.0
Total energy, Eh: -1582.9702
Molecular weight, g mol⁻¹: 424.42
Orbital gap, eV: 8.55

Here are the Mulliken charges for atoms 1 to 2, given in e: 0.45 -0.78

No. 8
Molecular formula: C8H32N4O8
Method: DFT, ωB97M-V with the def2-TZVPD basis set

```
! wB97M-V def2-TZVPD RIJCOSX def2/J DEFGRID3
* xyz 0 1
C -0.022 -6.412 10.329
O 1.026 -5.627 10.899
H -0.951 -6.256 10.878
H -0.275 -6.240 9.283
H 0.175 -7.484 10.320
H 0.889 -5.548 11.846
C -2.540 -9.253 17.310
O -2.647 -8.580 16.029
H -1.587 -8.996 17.771
H -3.406 -8.872 17.852
H -2.647 -10.338 17.336
H -3.403 -9.024 15.639
C 4.742 -8.888 12.772
O 3.913 -7.983 13.498
H 5.789 -8.608 12.889
H 4.408 -9.854 13.151
H 4.575 -8.877 11.695
H 2.996 -8.135 13.257
C 1.576 -10.953 10.813
O 1.601 -9.639 10.315
H 2.487 -11.236 11.340
H 0.759 -10.889 11.531
H 1.464 -11.728 10.055
H 1.850 -9.023 11.008
C -2.618 -8.883 12.206
O -3.286 -9.429 11.117
H -1.810 -9.488 12.617
H -2.052 -7.956 12.106
H -3.358 -8.570 12.943
H -2.997 -9.039 10.288
C 2.228 -12.714 14.073
O 2.206 -14.039 13.485
H 3.243 -12.322 13.999
H 1.458 -12.154 13.543
H 2.110 -12.719 15.157
H 1.765 -14.048 12.632
C -2.795 -5.184 14.730
O -1.826 -4.998 15.469
N -3.117 -4.243 13.838
N -3.507 -6.306 14.595
H -2.560 -3.401 13.837
H -3.778 -4.519 13.126
H -4.086 -6.447 13.780
H -3.329 -7.105 15.187
C 0.454 -8.781 14.056
O 1.348 -8.835 13.246
N -0.105 -9.819 14.445
N -0.242 -7.736 14.387
H -0.950 -9.608 14.956
H 0.365 -10.689 14.648
H -0.220 -7.018 13.677
H -1.075 -7.868 14.942
*
```

Computed properties:
Structure (SMILES): NC(N)=O.NC(N)=O.CO.CO.CO.CO.CO.CO
Relative energy (zero: lowest compared OMol25 entry of this formula, charge and spin), kcal per mole: 120.91
HOMO energy, eV: -9.22
F_max, eV/Å: 9.3
Total energy, Eh: -1144.8347
Molecular weight, g mol⁻¹: 312.36
Orbital gap, eV: 9.08

Here are the Mulliken charges for atoms 1 to 2, given in e: -0.33 -0.53